DFT (ωB97M-V/def2-TZVPD) results for a molecular structure, C59H54NO2P2S4Tl.

* orbital gap: 6.50 eV
* charge: +2
* HOMO energy: -11.9 eV

Element x y z (Å)
C  -3.0100  -1.5931  4.4008
H  -3.7388  3.6796  -0.0455
C  -1.4480  -1.5103  -5.4706
C  3.2451  -0.6228  -0.3043
C  -0.4763  -6.0543  -0.7786
C  -3.5608  -2.1880  -0.6089
C  5.2012  0.5695  -1.8624
C  4.2715  0.0847  0.3044
C  -1.7916  1.0012  0.4172
C  3.5154  3.5911  1.8905
H  -6.2042  -0.1101  -0.1964
Tl  -0.4185  -0.6728  -0.0501
H  1.2956  5.0421  4.8733
C  -5.7697  -1.8062  1.0408
C  2.2583  -5.1078  -1.6218
H  -3.7131  -4.6233  -2.3272
H  2.5092  -3.9236  2.3091
S  -3.8559  1.9072  1.6154
C  2.8742  -3.1332  4.2643
P  -2.0166  -2.3701  -1.5514
H  -0.5750  2.6950  5.4340
H  -4.5041  3.1970  -5.5320
C  3.9440  -3.5722  -0.0373
H  -0.2761  3.4219  -5.0050
C  -1.9903  -2.4891  4.1079
C  2.9807  -1.9875  5.0391
H  4.2426  4.4897  3.6934
C  -1.2889  1.9651  -3.7716
H  -3.4421  -7.0653  -2.0716
C  3.6119  -5.3865  -1.5590
H  0.4044  -6.4551  -0.2974
H  3.0297  -4.1076  4.7079
C  -3.6355  -2.0403  -3.8340
C  -3.2609  -0.5439  3.5355
O  0.3986  -3.7665  -0.7598
H  4.3491  2.8876  1.9174
C  -1.2234  2.9738  -4.7360
H  5.5033  -4.8962  -0.6621
C  -1.5129  -6.8967  -1.1440
H  4.1431  -0.2422  -3.5485
H  -4.4901  -2.2474  -3.2017
C  4.1678  -0.1331  -2.4718
H  -0.4650  -2.9660  2.6568
H  -4.2428  -0.4270  -1.6458
C  2.5815  -3.0303  2.9153
N  -1.5169  -1.2956  2.1026
C  1.7313  -4.0877  -0.8369
H  4.0127  -6.1911  -2.1608
C  -0.0751  1.4264  -3.1239
C  1.1378  4.0059  5.1648
C  -2.7962  -5.0296  -1.9184
H  1.3650  1.8424  -4.6396
H  4.6013  -2.9394  0.5465
H  -1.4244  -7.9575  -0.9520
C  2.4515  -0.6204  3.1305
C  -3.6834  1.8511  -4.0771
H  0.1748  3.3378  0.1786
H  2.0491  1.4225  -3.0497
C  1.2566  1.9569  -3.5597
C  -2.7327  -1.4990  -5.9978
H  3.2269  -2.0674  6.0898
C  -2.4817  -0.4110  2.3884
H  3.7668  4.3903  1.1918
C  5.2433  0.6871  -0.4831
H  2.2381  0.3524  2.7002
C  -1.7703  -4.1701  -1.5351
H  -2.3246  4.2072  -6.0938
C  2.4023  -1.7698  2.3398
H  -2.5747  0.6601  -2.6817
H  0.6714  4.8894  2.7649
C  -1.2728  -2.3008  2.9431
C  -4.9058  -2.8681  1.2732
H  6.0544  1.2287  -0.0144
H  -0.5999  -1.3110  -6.1134
H  2.3691  -1.2663  -2.1590
C  2.5821  -3.2745  -0.1012
S  2.5274  3.0359  4.4854
C  -3.2479  2.7738  0.2758
H  -4.6394  1.4090  -3.8261
H  -1.7515  -3.3083  4.7708
C  2.7593  -0.7381  4.4774
H  -5.0966  -3.5582  2.0848
C  3.2816  4.1857  3.2793
H  1.2437  3.9452  6.2468
H  -0.8166  4.8394  1.8276
C  -2.5343  1.4212  -3.4455
C  -2.3785  3.4179  -5.3561
C  3.1815  -0.7139  -1.6961
H  -4.8184  -1.8055  -5.6007
S  2.1666  2.6195  1.1507
H  -4.0405  0.1747  3.7488
C  -5.5297  -0.9357  -0.0119
C  0.0605  4.2620  2.1221
H  1.2844  4.7086  0.3929
C  -1.2547  -1.7798  -4.1268
H  4.3254  0.1517  1.3838
H  -1.6142  2.6017  -1.1085
H  1.3417  3.0199  -3.3260
H  -6.6278  -1.6554  1.6830
P  2.0465  -1.6695  0.5755
H  -3.1380  -3.8924  0.6392
H  -2.8863  -1.2735  -7.0447
H  5.9762  1.0186  -2.4691
C  -2.6556  -6.3949  -1.7536
H  2.8195  0.1526  5.0853
C  -3.6054  2.8546  -5.0357
C  -2.3504  -2.0201  -3.2991
C  -2.6228  0.7059  1.4599
H  -0.9869  4.3312  4.9180
C  4.4527  -4.6509  -0.7329
H  2.6517  5.0697  3.2221
C  -0.2712  3.5190  4.7883
C  0.8431  3.8383  0.8803
C  -2.1455  2.1840  -0.2686
C  -0.5846  -4.6933  -1.0337
S  -0.4832  2.8346  3.1198
C  -3.8196  -1.7846  -5.1846
C  -3.8034  -3.0574  0.4572
O  -0.1406  0.5377  -2.2700
H  1.6174  -5.6730  -2.2826
C  -4.4235  -1.1152  -0.8279
H  -0.2561  -1.8054  -3.7084
H  -3.5981  -1.7066  5.3018


DFT (ωB97M-V/def2-TZVPD) results for 9 unconnected molecules or ions with the total composition C59H55F8N2O7P2S.

* orbital gap: 5.30 eV
* charge: +1
* HOMO energy: -10.3 eV

Element x y z (Å)
C  2.7078  4.1089  7.6424
C  -1.7015  8.3804  2.7835
H  1.2768  2.0825  -1.0831
H  -2.1430  -2.8029  5.6294
H  -0.7532  -0.7398  5.6260
C  -1.6809  -3.2937  3.5887
H  1.6546  6.4013  -4.3633
C  1.6493  -10.0573  -1.8032
H  3.7413  -1.1230  8.0525
C  0.0555  -9.9316  0.0030
C  1.9530  3.0152  5.2203
C  5.7252  -7.1217  2.9489
F  -4.5950  6.5876  -6.8263
H  -2.8839  5.4567  -5.9302
F  0.0956  -4.9235  -1.4891
C  -0.9138  8.0143  1.6985
C  1.0904  3.7558  -3.9908
H  -0.9589  -9.7463  0.3357
C  -0.7928  0.9410  -2.1473
O  -1.7433  2.8780  -7.8418
H  -2.8909  6.2481  -8.4261
H  -2.4346  9.1717  2.6772
C  0.1688  6.3382  3.0532
H  1.1884  1.3698  6.3739
H  1.8277  3.7599  -1.4082
C  5.1900  -5.9820  2.3589
C  1.6910  2.3300  6.4025
H  6.2547  -9.1926  2.6565
H  3.5402  -1.6839  10.4544
F  0.0569  -3.5086  7.0654
C  4.7818  -6.0093  1.0290
H  -1.7051  -1.7919  -6.7989
H  -1.1137  -2.9916  -2.7195
H  1.6793  -3.1144  11.2428
H  -0.4896  6.2085  5.0931
C  2.6503  -10.3835  -0.8960
C  -2.3139  -4.1578  -4.0810
H  -5.8547  6.2982  -2.5107
P  2.1993  5.2647  -3.6686
H  -2.7679  -3.2943  -4.5529
C  0.8296  -3.3512  9.2853
H  4.3612  -5.1212  0.5713
H  -0.5547  -0.3691  -7.2564
C  2.9687  4.8032  6.4734
C  -0.8320  -1.3558  4.7382
O  -0.3197  5.2394  -8.0285
H  3.1327  -10.7500  1.1652
F  5.5679  -9.4358  0.1713
H  -2.2790  -4.1980  3.5886
H  0.8977  5.5411  3.1383
H  1.6562  2.5845  4.2698
H  2.8011  4.7806  4.3326
C  2.5937  4.2497  5.2550
C  -0.9923  -2.9185  2.4394
C  -0.8062  -5.0936  -2.4736
C  -0.2296  -1.7565  2.4383
N  -2.0256  4.8954  -6.0267
H  0.1587  4.1620  0.2387
H  0.0032  -3.9696  9.6144
H  -2.3417  -7.5495  -4.2122
C  -0.2657  1.8035  -3.3156
C  -0.2555  3.7507  -0.7270
C  -5.3569  6.9796  -5.7819
H  -0.1911  5.0749  -8.9939
H  2.1772  5.6319  -2.2725
S  -1.8468  0.0947  -5.1424
C  0.9583  -3.0366  7.9439
F  3.0745  4.6395  8.8184
C  -1.5481  7.7311  4.0039
H  -1.0504  -3.5306  1.5461
H  1.8611  -9.9773  -2.8627
O  -3.2172  0.6693  -5.1202
C  -0.1928  2.4096  -5.8003
C  2.0753  2.8772  7.6205
O  0.2575  1.8004  -8.0735
C  -1.5460  -0.6697  -6.7884
N  0.5932  2.8855  -3.0047
C  0.7177  3.5413  -5.4148
C  0.3640  -9.8322  -1.3423
H  5.0900  -5.0691  2.9359
H  -1.0133  8.5148  0.7427
C  -1.3866  -3.9830  -3.0604
C  1.7658  -2.8668  10.1910
C  5.4443  -8.3055  0.8873
C  2.8121  -2.0653  9.7471
H  3.4606  5.7672  6.5205
H  -7.5279  8.0959  -2.8103
C  2.9274  -1.7509  8.3967
C  0.0100  6.9954  1.8461
F  0.5869  0.1330  3.5876
H  -0.8507  -0.6838  -0.4492
C  2.3523  -10.4915  0.4578
H  -4.4653  5.5689  -4.4425
C  -0.7595  0.0804  -1.2720
C  -2.6573  -5.4406  -4.4944
C  -0.7091  1.4896  -4.7339
H  -7.8058  9.1762  -5.0205
H  1.8872  2.3547  8.5508
H  1.0961  4.2543  -6.2127
H  -3.3840  -5.5781  -5.2878
H  -0.6607  4.5625  -1.4187
H  -2.3460  -0.2417  -7.4837
P  -1.7892  4.5634  -7.5507
C  1.0551  -10.2687  0.9080
H  4.6098  -7.2149  -0.7520
C  1.9979  -2.2439  7.4884
C  4.9146  -7.1766  0.2869
F  0.7720  6.6331  0.7933
H  6.0466  -7.0982  3.9839
O  -1.8341  -1.0031  -4.1604
C  -5.9770  6.7695  -3.4791
H  0.8234  -10.3569  1.9632
H  -1.1208  3.0395  -0.5601
C  -0.5525  2.3246  -7.3410
C  0.9470  3.0660  -1.5556
C  -7.0709  8.3904  -4.8888
O  -3.0531  5.2800  -8.4005
C  -1.6031  -2.5119  4.7362
C  -6.2830  7.9912  -5.9612
C  -1.1357  -6.3753  -2.8793
H  3.6624  -10.5532  -1.2446
C  5.8483  -8.2927  2.2109
H  -2.1596  8.0194  4.8516
H  -6.3841  8.4603  -6.9325
C  -0.1564  -0.9899  3.5887
H  0.3086  -1.4427  1.5510
C  -2.0706  -6.5500  -3.8920
O  3.6143  4.9309  -4.1013
C  -5.1960  6.3618  -4.5538
H  2.0757  -2.0167  6.4315
C  -0.6112  6.7117  4.1406
C  -6.9158  7.7816  -3.6484
F  -0.6053  -9.5102  -2.2194
H  -0.6634  -7.2260  -2.4049


DFT (ωB97M-V/def2-TZVPD) results for a molecular structure, C59H58CsF6N11O2.

* orbital gap: 3.31 eV
* charge: -2
* HOMO energy: -0.3 eV

Element x y z (Å)
H  -0.8484  -3.7066  0.4431
C  -0.6277  3.1574  3.8910
H  1.7639  -3.5908  4.3449
C  1.3597  -2.0382  -4.2638
C  2.1817  -3.1418  -1.4974
H  -1.0789  3.6246  4.7668
H  -4.3750  0.8200  -1.8596
C  -4.6488  -2.2851  3.1421
H  1.1363  4.1684  3.0621
H  3.8780  -2.6921  -2.7516
H  4.7301  -3.3154  1.2470
H  5.0988  -4.7626  -2.1342
C  -0.0636  3.6832  -2.1867
H  -3.0834  1.6177  0.7214
N  -2.0538  -2.8189  -1.0066
H  -0.5190  -3.9634  -1.8279
C  -1.9760  3.9194  -3.5655
H  -1.6512  5.0610  -1.7560
C  1.2279  -2.4973  -6.9790
C  6.2190  -8.6847  4.0665
H  2.7989  1.3436  -2.0442
H  -5.1445  -1.3194  3.1169
C  1.5462  -3.5339  -6.1055
N  0.8854  -0.1338  -2.9733
C  2.9928  3.5573  0.3189
C  6.1880  4.5236  -1.4664
H  -2.9441  -0.0666  -2.4504
N  2.1129  -1.3393  1.8737
H  3.9321  -7.5783  6.3556
H  0.5253  3.9589  -1.3190
C  5.2346  -6.6612  3.3528
C  -1.4621  2.9165  -4.3652
N  -3.2247  -0.1791  -0.3685
C  -5.3308  -3.4002  2.6845
O  0.6091  1.1435  4.1958
C  1.4669  2.0538  3.5319
C  4.1275  -4.5505  -1.7003
H  3.5793  -1.3042  0.4356
H  -1.9742  2.5724  -5.2539
H  5.2089  -5.2709  1.7264
H  6.7379  -7.7274  2.2088
H  -3.5098  -2.1600  -2.3208
H  4.9459  2.4144  -2.7173
H  6.5257  4.2302  -2.4602
N  1.5243  -1.9630  -1.7325
F  -5.4206  -5.7569  2.2565
C  6.1337  -7.6951  3.1065
C  4.9018  3.8327  -1.1005
N  0.1660  1.2280  -4.8162
C  3.3258  -3.6182  2.8745
C  -2.3761  5.8462  1.2865
C  0.6737  0.1749  -4.2899
H  1.8387  -4.1317  -4.0554
C  -1.8904  -3.4071  0.3186
H  2.3956  3.8536  1.1750
C  -1.5575  -3.7087  -2.0360
H  1.8080  -5.7398  0.4328
F  -4.1584  3.5750  -0.8951
C  1.6110  -3.3176  -4.7298
F  -1.2595  5.9495  2.0439
C  -4.7292  -4.6433  2.7079
H  -1.7442  -3.8134  4.0394
H  -4.0898  -3.3722  -1.1759
C  -3.1957  6.9512  1.2067
H  -1.3484  1.2463  4.7579
C  4.4432  -6.6069  4.5055
C  3.9334  -4.8733  3.3697
C  -4.3425  6.9320  0.4336
H  6.9770  4.2712  -0.7542
C  -2.7522  -3.6777  3.6577
C  -2.5865  -1.2244  4.0677
C  3.5482  -5.4320  -0.7900
N  1.6337  -3.9876  -0.6130
H  4.4728  5.0815  0.6052
H  -2.9928  -5.7701  3.2266
C  -1.2704  4.3132  -2.4378
H  -2.1351  -2.6899  1.1036
F  -5.1538  8.0149  0.3557
H  4.0377  -6.3489  -0.4857
C  -3.9961  -1.4074  -0.3586
C  0.8886  3.4337  3.8304
C  3.2314  2.1487  -1.4568
H  0.7154  -1.5291  3.3770
C  2.1985  -3.0960  3.4871
C  -3.8160  4.6618  -0.1703
F  -5.7371  5.7292  -1.0324
H  -4.7120  0.9052  0.7044
H  -2.5419  -4.2855  0.4635
H  -6.3428  -3.3093  2.3019
C  3.4527  -3.4033  -2.0549
C  1.2987  -1.4138  -2.8858
F  -2.8799  8.0750  1.8855
H  -1.1318  3.5292  2.9994
C  -3.4459  -4.7834  3.2009
H  -4.0278  -1.7775  0.6673
H  2.4771  1.8873  3.9074
H  -2.7495  1.4617  -1.5742
N  3.6367  -5.4757  4.4843
C  -0.2692  2.2912  -3.9962
H  -1.0974  1.2142  3.0159
C  0.9431  -1.2216  -6.4969
C  1.6175  -1.9530  2.9476
N  4.8905  -5.5314  2.6425
C  -2.6321  4.6097  0.6207
H  -3.0361  -0.2396  4.0613
H  6.0682  5.6081  -1.4502
H  -5.0462  -1.2145  -0.6516
C  3.2130  -1.8249  1.3144
H  5.5296  -9.4405  5.9594
C  -3.3328  0.5389  -1.6275
C  -3.2983  -2.3424  3.6450
H  1.2663  3.7991  4.7874
C  2.3025  -5.0905  -0.2852
H  1.7365  -4.5250  -6.4997
H  -1.5688  -1.3150  4.4343
C  -0.7214  1.6244  3.9570
C  -4.6338  5.7694  -0.2562
C  5.4340  -8.6445  5.2322
C  4.5436  -7.6135  5.4634
C  1.0124  -1.0200  -5.1346
N  0.4323  2.6940  -2.9346
C  4.1564  4.2383  0.0017
H  1.4584  1.8680  2.4504
H  -2.1415  -4.6476  -2.0935
H  -1.6083  -3.2164  -3.0115
H  1.1825  -2.6933  -8.0438
H  -2.9253  4.3821  -3.8081
C  -3.4425  -2.4806  -1.2769
H  6.9038  -9.5096  3.9166
C  3.8538  -2.9609  1.7741
C  -3.6328  0.6739  0.7473
Cs  -0.0564  0.0864  -0.2978
H  0.6566  -0.4104  -7.1547
N  2.5335  2.5250  -0.3883
O  -1.8662  3.6074  0.7000
C  4.4165  2.7639  -1.8385
H  -3.4241  0.1594  1.6896